Here is an isolated ion of composition CH3N2S and charge +1 from the OMol25 dataset. Energies are from wB97M-V/def2-TZVPD.

XYZ file:
```
7
Properties=species:S:1:pos:R:3:mulliken_charge:R:1
H -1.47089 1.29333 0.14030 0.338
N -0.49710 0.94853 -0.25017 -0.328
H 0.09640 -1.49963 1.51019 0.374
S 1.57762 -0.81188 -0.74306 0.123
N 0.16872 -1.41771 0.33221 -0.348
H -0.01351 1.63523 -0.85505 0.282
C 0.13877 -0.14788 -0.13442 0.560
```

lowest unoccupied orbital energy	-0.21646	Eh
spin multiplicity	1
strongest force on any atom	4.0	eV/Å
charge	+1
ΔE to the lowest compared entry with this formula, charge and spin	48.8	kJ/mol

---

Here is a 2-piece molecular cluster, CH3N3O2 overall from the OMol25 dataset. Energies are from wB97M-V/def2-TZVPD.

XYZ file:
```
9
Properties=species:S:1:pos:R:3:mulliken_charge:R:1
C 0.51843 0.02550 -0.77561 0.494
H 0.43135 1.26133 2.30184 0.330
N 0.26020 0.39325 0.62694 0.525
H -1.13612 -0.90169 -0.27865 0.354
N -0.45636 -0.78988 -1.10864 -0.261
O -1.41591 -0.40781 1.22366 -0.591
O 1.46971 0.48656 -1.33423 -0.503
N 0.84232 1.11972 1.37471 -0.539
H -0.51363 -1.18698 -2.03003 0.190
```

lowest unoccupied orbital energy	-0.04886	Eh
spin multiplicity	1
strongest force on any atom	6.8	eV/Å
charge	0
ΔE to the lowest compared entry with this formula, charge and spin	590.2	kJ/mol

---

Here is one molecule with the formula CH3N3O2 from the OMol25 dataset. Energies are from wB97M-V/def2-TZVPD.

XYZ file:
```
9
Properties=species:S:1:pos:R:3:mulliken_charge:R:1
O 0.22992 1.30125 0.39130 -0.220
N 1.00826 0.93393 -0.72671 -0.202
H -1.62159 0.25136 0.38881 0.236
N 1.27776 -1.19927 0.22631 -0.246
O 1.86876 -0.11423 -0.30181 -0.140
H 1.57398 1.65327 -0.96770 0.270
H -0.48379 -1.93956 0.88775 0.441
N -0.62332 0.21104 0.48800 -0.132
C 0.07209 -1.13868 0.62714 -0.006
```

lowest unoccupied orbital energy	0.03714	Eh
spin multiplicity	1
structure (SMILES)	c1no[nH]o[nH]1
strongest force on any atom	7.9	eV/Å
charge	0
ΔE to the lowest compared entry with this formula, charge and spin	769.1	kJ/mol

---

Here is CH3N3O3 as an isolated structure from the OMol25 dataset. Energies are from wB97M-V/def2-TZVPD.

XYZ file:
```
10
Properties=species:S:1:pos:R:3:mulliken_charge:R:1
N -1.75194 0.04685 -0.07141 1.108
O -2.47153 0.94922 -0.46112 -0.560
H 2.42262 -0.68797 -0.57434 0.334
N -0.67383 0.42461 0.66261 -0.412
H 0.56935 -1.45368 0.81532 0.223
H -0.28557 1.22918 0.17689 0.346
N 0.64594 -0.70690 0.24334 -0.143
C 1.73816 0.05477 -0.17765 0.189
O 1.70460 1.25353 -0.31599 -0.533
O -1.89779 -1.10962 -0.29764 -0.552
```

lowest unoccupied orbital energy	-0.01825	Eh
spin multiplicity	1
strongest force on any atom	7.7	eV/Å
charge	0
ΔE to the lowest compared entry with this formula, charge and spin	317.5	kJ/mol

---

Here is one molecule with the formula CH3N3S from the OMol25 dataset. Energies are from wB97M-V/def2-TZVPD.

XYZ file:
```
8
Properties=species:S:1:pos:R:3:mulliken_charge:R:1
N 0.71863 -0.92857 0.83664 -0.373
N -0.22971 0.38483 -0.83015 -0.434
H 0.17654 1.19657 0.95270 0.223
H 1.60751 0.68228 0.20401 0.445
S -1.60683 -0.56069 -0.59855 0.336
N -1.46247 -1.09882 0.79357 -0.316
H 0.11729 -0.01533 -1.71366 0.293
C 0.67904 0.33971 0.35545 -0.173
```

lowest unoccupied orbital energy (spin up / spin down)	-0.04005 / -0.03814	Eh
spin multiplicity	1
strongest force on any atom	5.9	eV/Å
charge	0
ΔE to the lowest compared entry with this formula, charge and spin	458.3	kJ/mol

---

Here is a 2-piece molecular cluster, CH3N3S overall from the OMol25 dataset. Energies are from wB97M-V/def2-TZVPD.

XYZ file:
```
8
Properties=species:S:1:pos:R:3:mulliken_charge:R:1
S -2.72127 -0.58206 0.16501 -0.100
H 1.41467 1.02524 0.51834 0.237
N -0.92533 1.29876 -0.10252 -0.168
H 0.38781 -1.60900 0.05782 0.221
N -1.70284 0.49299 -0.01591 0.256
H 1.71017 0.16064 -1.11339 0.244
C 1.25502 0.05069 -0.04643 -0.152
N 0.58175 -0.83727 0.53707 -0.538
```

lowest unoccupied orbital energy	0.01730	Eh
spin multiplicity	1
structure (SMILES)	N#[N+][S-].C=N
strongest force on any atom	5.1	eV/Å
charge	0
ΔE to the lowest compared entry with this formula, charge and spin	69.2	kJ/mol

---

Here is a 2-piece molecular cluster, CH3N3S overall from the OMol25 dataset. Energies are from wB97M-V/def2-TZVPD.

XYZ file:
```
8
Properties=species:S:1:pos:R:3:lowdin_spin:R:1
H 0.62544 3.75100 -0.55614 0.001
N -0.82704 0.98762 0.05448 0.020
C -1.15582 -1.74075 -0.16713 0.741
H -0.81056 -2.20397 -1.05625 0.058
N -0.40219 2.00364 -0.18840 0.004
N -0.15837 3.14379 -0.38724 0.009
S -0.26262 -1.77556 1.20624 1.115
H -2.06527 -1.19683 -0.19927 0.053
```

lowest unoccupied orbital energy (spin up / spin down)	0.04083 / -0.07028	Eh
spin multiplicity	3
strongest force on any atom	3.0	eV/Å
charge	0
ΔE to the lowest compared entry with this formula, charge and spin	103.3	kJ/mol

---

Here is a 2-piece molecular cluster, CH3N3S overall from the OMol25 dataset. Energies are from wB97M-V/def2-TZVPD.

XYZ file:
```
8
Properties=species:S:1:pos:R:3:lowdin_spin:R:1
H -0.36714 0.98734 0.94293 0.060
H 0.47660 -0.62828 0.62429 0.086
N -0.69691 0.25110 -0.88115 0.991
C -0.13429 0.20010 0.23719 0.593
S 3.82561 -0.44281 -0.07064 0.102
N 2.73125 0.59097 -0.02026 0.104
N 1.87646 1.32749 0.01916 0.006
H -0.49988 -0.51806 -1.52142 0.058
```

lowest unoccupied orbital energy (spin up / spin down)	0.03151 / -0.10924	Eh
spin multiplicity	3
strongest force on any atom	5.4	eV/Å
charge	0
ΔE to the lowest compared entry with this formula, charge and spin	201.0	kJ/mol

---

Here is one molecule with the formula CH3N3S2 from the OMol25 dataset. Energies are from wB97M-V/def2-TZVPD.

XYZ file:
```
9
Properties=species:S:1:pos:R:3:mulliken_charge:R:1
H -0.48280 2.12652 -0.32569 0.346
N 1.25783 1.33692 -0.30952 -0.386
C -0.00627 1.14877 -0.30644 0.074
H -1.62744 -0.12753 -0.03633 0.251
S 2.41762 0.15514 -0.11072 0.129
S 0.09219 -1.56723 -0.43050 0.080
N 1.44052 -1.29000 0.45393 -0.425
H 1.10360 -1.31195 1.39274 0.300
N -0.63501 -0.00777 -0.04874 -0.370
```

lowest unoccupied orbital energy	0.01678	Eh
spin multiplicity	1
structure (SMILES)	c1ns[nH]s[nH]1
strongest force on any atom	2.5	eV/Å
charge	0
ΔE to the lowest compared entry with this formula, charge and spin	0.0	kJ/mol

---

Here is one molecule with the formula CH3N3S2 from the OMol25 dataset. Energies are from wB97M-V/def2-TZVPD.

XYZ file:
```
9
Properties=species:S:1:pos:R:3:mulliken_charge:R:1
H 1.65367 -0.78088 -1.01618 0.240
H -1.86425 1.55990 -1.01663 0.455
N -0.08779 1.01232 -0.34877 -0.458
C -1.43547 0.83616 -0.42044 -0.035
S -2.21871 -0.44988 0.45577 -0.104
S -0.49652 -1.10547 1.47929 -0.125
H 2.09484 -1.00956 0.52860 0.244
N 0.64516 0.29632 0.45942 0.196
N 1.70908 -0.35890 -0.12106 -0.412
```

lowest unoccupied orbital energy	-0.00603	Eh
spin multiplicity	1
structure (SMILES)	NN1N=CSS1
strongest force on any atom	6.5	eV/Å
charge	0
ΔE to the lowest compared entry with this formula, charge and spin	139.6	kJ/mol

---

Here is CH3N4 as an isolated structure from the OMol25 dataset. Energies are from wB97M-V/def2-TZVPD.

XYZ file:
```
8
Properties=species:S:1:pos:R:3:mulliken_charge:R:1
H 2.13047 0.43185 0.15360 0.230
H -0.64112 -2.12343 0.27403 0.295
C -0.00301 -0.02070 0.06522 0.553
N 1.25185 0.66198 -0.08169 -0.227
N -0.68689 -1.15725 -0.00047 -0.124
N -1.93213 -0.17544 -0.07628 0.049
N -1.22574 0.80706 -0.00304 -0.043
H 1.10656 1.57592 -0.33136 0.266
```

lowest unoccupied orbital energy	-0.26130	Eh
spin multiplicity	1
strongest force on any atom	9.1	eV/Å
charge	+1
ΔE to the lowest compared entry with this formula, charge and spin	451.1	kJ/mol

---

Here is an isolated ion of composition CH3N4O and charge -1 from the OMol25 dataset. Energies are from wB97M-V/def2-TZVPD.

XYZ file:
```
9
Properties=species:S:1:pos:R:3:mulliken_charge:R:1
O 1.11180 -1.00426 0.17514 -0.863
H 0.66726 -0.05399 1.52538 0.403
H -0.76820 -0.69902 1.65524 0.265
N -0.47368 0.71463 0.32780 -0.377
N 0.23321 -0.35160 -0.55413 0.238
C 0.50342 0.06658 -1.76150 0.311
N -0.39282 0.24025 1.65457 -0.640
H -1.35202 0.76697 -0.13162 0.234
N 0.47103 0.32046 -2.89088 -0.570
```

lowest unoccupied orbital energy	0.17444	Eh
spin multiplicity	1
structure (SMILES)	N#CN([O-])NN
strongest force on any atom	2.1	eV/Å
charge	-1
ΔE to the lowest compared entry with this formula, charge and spin	285.7	kJ/mol

---

What is the strongest force on any atom in the ninth record?
2.5 eV/Å